# 1
ORCA calculation (ωB97M-V/def2-TZVPD) on 3 unconnected molecules or ions with the total composition C22H39NO6 at a distorted geometry.

Structure (XYZ):
```
68
Properties=species:S:1:pos:R:3:lowdin_charge:R:1
H -3.04 1.73 1.26 0.090
H 3.27 -4.81 -0.11 0.117
H 5.41 -1.77 0.38 0.065
H -1.12 -0.65 -0.23 0.126
H -0.75 -2.44 -0.36 0.129
H 2.31 1.81 -4.95 0.081
C -1.32 2.79 2.50 -0.150
C 0.24 4.29 0.94 -0.067
O -3.16 -1.40 -2.02 0.041
H -0.72 -2.46 2.33 0.148
C -1.60 0.01 -5.14 -0.072
H 4.55 -3.64 -0.39 0.105
H -3.11 -2.96 0.56 0.130
C 3.55 -1.92 1.49 -0.272
C -1.80 3.02 -0.21 -0.200
H -2.86 0.39 5.44 0.092
H -2.20 -0.20 -4.25 0.064
O -4.85 -0.52 -0.76 0.024
H -3.83 2.59 -1.04 0.081
C 4.65 -4.69 1.51 -0.082
H -1.63 -0.95 4.91 0.100
C 3.87 -4.04 0.38 -0.282
H 2.72 -1.26 1.74 0.093
C -1.27 -1.67 0.30 -0.140
H 1.44 0.93 -2.80 0.117
C -2.14 2.44 1.20 0.012
H -3.29 -1.25 1.33 0.117
H 1.13 5.01 0.84 0.087
N -1.00 1.04 4.41 -0.129
C 0.94 0.67 -3.74 -0.281
H -0.30 4.38 -1.37 0.096
H 4.09 -0.81 -0.28 0.080
H -0.39 1.64 -5.93 0.104
C -2.75 2.62 -1.44 -0.087
C 4.55 -1.15 0.65 -0.074
H 5.29 -5.49 1.12 0.077
C 1.94 0.78 -4.87 -0.081
H -2.25 -0.04 -6.02 0.079
H -1.23 0.13 6.34 0.099
H -2.94 1.81 3.81 0.114
C -0.58 3.96 -0.35 -0.023
H 5.29 -3.97 2.03 0.065
H -0.85 -0.77 -5.23 0.068
C -1.84 2.14 3.86 -0.171
H 0.49 4.05 3.26 0.101
C -0.32 0.26 3.34 -0.417
H -4.87 -0.15 0.16 0.101
H -1.81 2.99 4.65 0.135
H 3.98 -2.24 2.44 0.110
H 2.79 0.12 -4.70 0.076
H 3.97 -5.11 2.25 0.081
H 1.50 0.51 -5.84 0.065
H -2.52 1.61 -1.90 0.071
C -2.86 -1.86 0.44 -0.087
O 2.97 -3.03 0.81 -0.172
O -1.14 -0.35 2.37 -0.060
C -0.97 1.39 -5.03 -0.278
C -0.12 3.74 2.34 -0.028
O 0.93 0.23 3.37 0.091
O -0.17 1.55 -3.87 -0.177
C -1.76 0.12 5.31 -0.075
C -3.61 -1.26 -0.86 -0.382
H 4.92 -0.29 1.20 0.080
H -2.73 3.49 -2.20 0.084
H 0.59 -1.36 1.47 0.114
H 0.59 -0.37 -3.62 0.106
C -0.51 -1.49 1.73 -0.146
H -1.76 2.14 -4.96 0.114
```

Values from the calculation:
Maximum force in eV Å⁻¹: 4.624
SMILES string: Cc1cccc(CN(C)C(=O)OCCCC(=O)O)c1.CCOCC.CCOCC
Frontier orbital gap in eV: 8.987


# 2
ORCA calculation (ωB97M-V/def2-TZVPD) on a single C16H22ClN3OS molecule at a distorted geometry.

Structure (XYZ):
```
44
Properties=species:S:1:pos:R:3:lowdin_charge:R:1
C -2.92 2.32 -0.02 -0.380
H 0.68 -2.24 1.76 0.187
N -0.30 -0.54 0.87 0.078
C 2.96 -0.99 1.24 -0.129
C 4.21 -0.53 0.41 -0.235
H -2.48 -1.92 -0.14 0.001
H -4.13 -0.43 1.14 0.188
N -0.73 1.68 0.14 0.054
H -2.17 1.06 1.44 0.032
C 0.03 0.21 0.06 -0.660
N -1.89 1.57 0.76 0.043
H 2.39 -1.85 -0.77 0.129
H -0.57 2.17 -0.53 -0.037
C 6.51 0.47 -0.56 -0.213
H 3.86 1.65 0.88 0.009
O -2.68 3.00 -0.96 0.094
H -4.70 3.17 0.52 0.162
C 1.88 -1.32 0.13 -0.572
H 0.13 -2.64 0.07 0.108
C -3.53 -0.55 -1.24 -0.223
C -2.94 -1.88 -0.99 -0.050
H -3.78 -2.82 -0.96 0.178
H -3.05 0.38 -1.22 0.075
H -4.15 2.05 1.79 0.006
H 7.39 0.76 -1.09 0.106
H -2.50 -2.02 -1.69 -0.078
C 4.41 0.93 0.64 0.037
H 2.64 -0.28 1.87 0.076
C -4.36 2.04 0.88 -0.072
Cl 6.04 2.95 -0.08 0.828
C 0.57 -1.75 0.54 -0.232
H 3.14 -2.01 1.50 0.103
H -5.23 1.37 -1.25 0.166
C -4.48 -0.15 -0.10 -0.301
C 6.30 -0.77 -0.95 -0.067
H 4.96 -2.65 -0.08 0.178
C 5.24 -1.38 -0.10 -0.020
C 5.68 1.41 -0.08 -0.773
H -6.21 1.13 0.43 0.152
H -5.50 -0.89 -0.12 0.151
C -5.10 1.16 -0.10 -0.300
H 7.03 -1.47 -1.20 0.085
S 1.49 0.19 -0.81 1.037
H -4.18 -0.61 -2.01 0.078
```

Values from the calculation:
Maximum force in eV Å⁻¹: 17.759
SMILES string: CCCCCC(=O)NNC1=NC[C@H](Cc2cccc(Cl)c2)S1
Relative energy (zero: lowest compared OMol25 entry of this formula, charge and spin) in kJ/mol: 1602.8
Frontier orbital gap in eV: 8.065


# 3
ORCA calculation (ωB97M-V/def2-TZVPD) on a gas-phase ion, C11H23ClFN2O (charge +1) at a distorted geometry.

Structure (XYZ):
```
39
Properties=species:S:1:pos:R:3:lowdin_charge:R:1
H 0.30 3.29 1.60 0.124
F 0.40 -0.98 -3.22 -0.050
H 1.08 -3.09 -2.00 0.104
H 1.55 -3.53 1.05 0.116
C -3.42 2.37 0.99 0.016
H -0.49 1.82 -1.63 0.091
C 0.24 -1.87 -0.37 -0.155
H 3.12 -2.75 1.07 0.105
C -0.50 -1.90 -2.75 -0.218
C 1.21 1.60 0.58 -0.183
H -0.87 -2.51 -3.56 0.130
C 1.68 -0.79 1.38 -0.161
H -0.55 -3.55 -1.48 0.128
H 1.52 -1.43 2.24 0.139
H -3.71 1.70 0.19 0.074
N -1.12 2.64 0.24 -0.093
H 2.17 1.93 0.97 0.124
C 0.29 2.82 0.63 -0.153
H -3.63 3.37 0.63 0.097
C 0.77 0.42 1.44 -0.172
H -1.34 -1.33 -2.37 0.117
H -1.65 0.81 -0.68 0.075
H 2.58 -3.47 -0.43 0.087
C -1.95 2.32 1.30 -0.533
C -1.34 1.82 -0.96 -0.042
H 0.71 3.54 -0.06 0.125
H 2.70 -0.44 1.46 0.126
H 1.40 1.35 -0.46 0.066
C 0.13 -2.72 -1.65 -0.139
C 2.25 -2.96 0.46 -0.032
H -4.00 2.22 1.89 0.086
H -0.26 0.18 1.24 0.095
H -2.17 2.24 -1.52 0.092
H -0.31 -0.96 -0.53 0.094
H -0.26 -2.39 0.44 0.144
O -1.56 2.07 2.40 0.094
Cl 2.65 -0.95 -1.13 0.911
H 0.77 0.74 2.47 0.133
N 1.63 -1.62 0.12 -0.563
```

Values from the calculation:
Charge: +1
Maximum force in eV Å⁻¹: 1.551
SMILES string: CC(=O)N(C)CCCC[N@+](C)(Cl)CCCF
Frontier orbital gap in eV: 7.956